Record 1
The following is a DFT calculation (wB97M-V/def2-TZVPD) of C33H26BrF5KN8S4 as an isolated structure at a distorted geometry.

Element x y z (Å)
C1 6.261 -2.260 4.118
C2 -3.885 1.295 0.776
C3 4.929 -1.799 3.803
H1 -5.673 -0.494 0.113
C4 -5.458 -3.045 -0.556
F1 2.446 0.267 -2.960
F2 2.601 -1.482 -7.294
H2 1.013 2.000 -0.905
C5 -5.061 1.820 1.312
C6 -2.687 2.123 0.776
H3 -1.138 3.973 4.630
C7 -1.728 1.542 2.152
H4 -6.043 -5.004 -1.210
C8 0.809 -0.076 -6.667
H5 1.918 -4.144 -1.627
H6 1.091 0.359 -0.768
N1 -0.457 2.039 2.000
H7 3.147 0.416 0.066
S1 2.103 -2.844 1.138
C9 1.846 0.154 -4.158
F3 -0.971 1.276 -6.070
C10 1.978 -0.741 -6.369
N2 0.548 -1.351 -1.423
F4 3.638 -1.251 -4.789
C11 0.641 0.826 -4.397
H8 -6.071 3.545 2.104
C12 2.907 -2.014 2.421
H9 -2.106 4.246 0.624
C13 4.228 -2.380 2.763
H10 -6.451 -2.615 -0.629
C14 2.302 -0.973 3.195
Br1 -4.321 5.869 1.702
S2 -2.407 2.103 3.729
C15 -3.944 -4.875 -0.763
C16 -2.952 -4.012 -0.326
H11 -3.715 -5.905 -0.996
C17 1.395 -3.606 -2.421
N3 -3.153 -2.732 -0.022
N4 5.549 0.386 6.532
C18 2.671 1.393 0.144
N5 7.323 -2.630 4.371
H12 2.243 3.271 -2.251
H13 3.964 1.914 -1.506
N6 1.248 1.235 -0.266
C19 4.327 -0.780 4.562
H14 2.695 1.694 1.191
N7 -3.681 -0.023 0.419
C20 -1.154 3.232 3.841
K1 -0.982 -1.495 0.661
C21 0.910 -2.341 -1.873
H15 0.701 3.607 2.771
S3 -0.178 1.749 -3.186
N8 2.496 3.436 -1.283
C22 0.163 0.675 -5.705
H16 -1.856 0.449 2.082
C23 3.034 -0.391 4.241
C24 -4.082 4.014 1.371
H17 4.132 2.946 -0.097
S4 0.691 -0.386 2.891
C25 -4.396 -2.243 -0.141
H18 -2.020 1.869 -0.047
H19 4.702 -3.159 2.181
C26 -0.215 3.037 2.857
C27 5.019 -0.140 5.654
H20 2.090 -3.407 -3.237
C28 3.409 2.440 -0.732
C29 -4.636 -0.827 0.162
C30 2.497 -0.616 -5.101
H21 2.562 0.394 4.817
H22 0.563 -4.200 -2.795
H23 2.837 4.379 -1.185
C31 -5.230 -4.371 -0.875
H24 -1.931 -4.375 -0.210
C32 -5.164 3.148 1.669
H25 0.644 1.313 0.564
H26 -5.911 1.164 1.474
C33 -2.916 3.569 0.865
F5 0.300 -0.177 -7.903

LUMO energy (alpha / beta) = -0.001 / -0.001 Eh
Kohn-Sham gap (alpha / beta) = 3.8 / 3.8 eV
net charge = -1
electronic energy = -189859.1171 eV
energy above the lowest of the compared OMol25 structures with the same formula, charge and spin = 3.196 eV



Record 2
The following is a DFT calculation (wB97M-V/def2-TZVPD) of C33H26F4LuN9O4Si2 as an isolated structure at a distorted geometry.

Element x y z (Å)
H1 -1.255 0.965 -4.711
C1 -3.592 -0.686 3.490
H2 -3.255 -1.404 -0.962
C2 -1.155 3.086 -0.845
H3 2.840 0.217 3.081
Lu1 -0.039 0.072 0.069
H4 -0.055 -3.430 -4.408
C3 1.736 -2.854 -0.912
H5 -2.825 0.319 -0.733
O1 1.698 0.064 1.449
H6 1.595 -2.342 0.047
N1 -1.644 4.232 -0.850
H7 -2.335 2.093 3.677
F1 -3.135 -4.159 1.295
C4 0.392 1.820 5.676
O2 -0.845 1.011 1.865
C5 -1.136 -3.848 -1.402
C6 -5.759 -1.662 1.720
H8 2.602 -2.397 -1.397
C7 -6.875 -4.511 -2.118
Si1 0.247 -2.780 -2.053
H9 -1.597 2.564 5.997
H10 -0.764 -4.803 -1.020
F2 -6.048 -0.625 2.493
C8 0.863 -0.220 -2.680
C9 -4.212 -3.439 1.003
H11 -3.674 -1.552 -4.430
N2 -6.634 -5.279 -2.935
H12 1.633 -2.979 -4.105
C10 -1.912 1.022 -3.841
H13 1.039 -4.568 -3.612
H14 -2.049 -2.030 -4.924
C11 -4.412 -2.211 1.760
N3 -9.457 -2.367 -1.664
C12 -0.293 -1.036 -2.241
H15 2.721 0.896 -5.295
H16 -1.858 -4.067 -2.191
C13 1.850 0.390 2.641
C14 2.400 0.741 -4.272
H17 1.995 -3.889 -0.669
Si2 -1.946 -0.590 -2.915
H18 -1.554 1.834 -3.207
F3 -7.806 -1.451 0.720
N4 -3.706 0.013 4.394
C15 3.133 1.291 -3.219
N5 -3.015 5.516 -2.455
O3 1.934 1.794 7.383
N6 -0.634 2.030 -0.772
C16 0.876 0.967 3.499
C17 1.280 1.259 4.815
N7 1.597 0.326 -1.685
C18 -6.365 -3.176 -0.123
C19 -1.332 1.858 4.002
H19 -2.912 1.283 -4.198
C20 -3.155 -0.432 -1.462
N8 0.820 2.136 7.045
C21 -2.051 -1.726 1.874
H20 -4.151 -0.111 -1.790
O4 0.013 2.683 7.767
H21 4.020 1.884 -3.389
H22 3.206 1.465 -1.083
C22 -6.648 -2.082 0.817
C23 -7.185 -3.494 -1.138
N9 -1.089 -1.707 1.249
H23 -1.649 -3.342 -0.590
C24 -3.388 -1.605 2.408
F4 -4.892 -5.030 -0.512
H24 -2.832 -2.839 -3.564
C25 -2.364 4.887 -1.737
H25 2.287 1.041 5.147
C26 1.276 -0.007 -4.006
C27 -2.696 -1.873 -4.055
C28 -0.451 1.264 3.058
C29 -8.448 -2.837 -1.390
C30 0.770 -3.510 -3.693
H26 0.703 -0.460 -4.805
C31 2.687 1.057 -1.942
C32 -0.922 2.124 5.276
C33 -5.107 -3.891 0.124

LUMO energy = -0.153 Eh
Kohn-Sham gap = 4.0 eV
electronic energy = -116487.5033 eV
energy above the lowest of the compared OMol25 structures with the same formula, charge and spin = 0.000 eV



Record 3
The following is a DFT calculation (wB97M-V/def2-TZVPD) of C33H26N4PRhSe as an isolated structure.

Element x y z (Å)
C1 0.129 -3.347 -2.226
H1 5.047 -1.119 4.101
H2 -1.090 -2.828 3.721
N1 -1.575 -0.538 1.313
C2 3.646 2.081 -1.003
C3 -3.573 0.329 0.305
C4 4.366 -0.839 3.306
H3 1.567 0.957 2.747
H4 0.402 0.067 -4.232
H5 5.123 3.448 -1.721
C5 -4.974 0.373 0.200
H6 1.061 4.785 -2.013
N2 -5.848 -2.494 2.376
C6 0.987 -0.991 -1.010
Rh1 -0.727 0.766 -0.151
C7 0.515 -0.958 -2.349
H7 3.467 5.149 -2.410
C8 4.078 -1.525 -0.414
C9 3.757 -0.959 0.952
H8 0.609 -4.315 -0.360
H9 4.372 1.341 -0.699
C10 0.432 0.306 -3.170
C11 4.067 3.264 -1.575
C12 -3.377 2.185 -1.063
C13 0.579 -3.380 -0.905
H10 1.273 0.971 -2.997
C14 2.278 1.860 -0.828
C15 -2.989 -2.361 2.851
C16 1.010 -2.220 -0.306
C17 -5.563 1.400 -0.558
H11 -0.489 0.853 -2.957
C18 -4.762 2.321 -1.175
C19 0.113 -2.158 -2.931
H12 3.577 -1.015 -1.233
P1 1.535 0.446 -0.028
H13 -0.200 -4.261 -2.709
C20 -5.089 -1.609 1.767
Se1 -7.528 -2.070 1.839
H14 0.104 -1.173 2.304
H15 -5.176 3.138 -1.751
H16 -2.729 2.893 -1.561
C21 4.598 -1.287 2.014
H17 3.091 0.328 4.587
H18 -0.735 2.829 -1.677
C22 2.655 -0.142 1.247
H19 -0.426 3.282 0.015
C23 -0.966 -1.306 2.208
H20 -3.557 -3.074 3.437
C24 -0.112 2.631 -0.803
H21 -0.212 -2.155 -3.966
C25 3.132 4.223 -1.959
H22 5.461 -1.913 1.815
H23 3.802 -2.580 -0.467
C26 1.343 2.838 -1.144
N3 -7.079 -0.685 0.768
C27 3.271 -0.033 3.582
C28 2.418 0.312 2.549
C29 -3.666 -1.541 1.932
H24 1.411 -2.258 0.697
H25 -6.642 1.450 -0.632
C30 -2.925 -0.612 1.183
C31 -1.637 -2.232 3.003
N4 -2.791 1.217 -0.372
C32 -5.766 -0.611 0.877
H26 5.151 -1.468 -0.597
C33 1.779 4.016 -1.744

LUMO energy (alpha / beta) = -0.229 / -0.318 Eh
Kohn-Sham gap (alpha / beta) = 5.1 / 5.8 eV
net charge = +2
expectation value of S² = 6.032
spin multiplicity = 5
electronic energy = -118229.8463 eV



Record 4
The following is a DFT calculation (wB97M-V/def2-TZVPD) of C33H27AlFN6O2S2Si as an isolated structure.

Element x y z (Å)
H1 2.164 2.914 2.545
C1 -1.223 -1.408 -3.201
C2 6.224 -4.409 4.448
H2 -3.645 -1.392 2.346
H3 3.296 -2.496 -3.953
C3 -2.621 -1.469 -3.356
C4 -4.309 3.210 -0.372
C5 2.765 -2.280 3.212
C6 -5.842 1.378 -0.597
C7 1.249 0.120 -1.532
H4 -0.566 -1.444 -4.056
C8 3.431 2.479 -0.288
N1 7.177 -4.972 4.764
C9 -5.468 2.546 0.029
C10 -2.899 -1.330 -0.959
C11 -3.539 2.688 -1.408
H5 -1.960 4.427 0.027
N2 -0.904 -1.295 0.424
C12 2.467 -1.890 -3.563
H6 1.201 1.046 -4.799
C13 -0.680 -1.274 -1.959
C14 1.907 -0.862 -4.424
F1 0.926 -3.220 0.233
H7 3.337 2.806 -1.324
C15 1.382 0.864 -2.670
H8 -1.156 -1.380 2.438
H9 1.615 1.915 -2.562
H10 2.838 1.273 2.639
Al1 1.531 -1.656 0.449
H11 -2.774 5.905 0.584
H12 -3.294 1.104 -2.809
N3 -5.573 -0.395 -2.169
C16 2.853 -2.812 4.498
N4 1.483 0.229 -0.233
C17 4.963 -3.180 2.759
Si1 1.834 1.809 0.431
C18 -2.845 5.054 -0.087
C19 -1.667 -1.335 1.483
C20 1.449 0.340 -4.011
H13 0.572 3.945 0.329
C21 -3.444 -1.354 -2.273
H14 -4.768 -1.401 0.135
N5 4.029 -4.428 7.344
S1 3.830 -1.826 0.698
C22 -1.498 -1.292 -0.798
H15 1.975 -1.040 -5.491
H16 -6.754 0.867 -0.315
O1 -4.025 4.360 0.286
H17 0.190 2.955 -1.091
S2 1.346 -1.368 2.755
H18 5.785 -3.333 2.072
H19 -3.056 -1.554 -4.344
C23 1.995 1.864 2.282
C24 -3.077 -1.357 1.427
H20 3.797 3.324 0.302
H21 -2.909 5.410 -1.119
H22 -6.064 2.976 0.823
C25 4.015 -4.025 6.267
C26 -3.908 1.494 -2.011
C27 0.385 2.925 -0.017
C28 5.047 -3.693 4.044
O2 0.687 -1.184 -1.794
H23 2.024 -2.675 5.179
C29 3.974 -3.507 4.928
C30 2.345 -2.272 -2.311
C31 -5.048 0.817 -1.596
H24 -0.517 2.555 0.480
N6 -4.859 -1.352 -2.497
H25 4.187 1.690 -0.254
C32 3.845 -2.468 2.320
H26 1.104 1.512 2.799
H27 -2.644 3.188 -1.746
C33 -3.690 -1.359 0.213

LUMO energy = 0.054 Eh
Kohn-Sham gap = 6.3 eV
net charge = -1
electronic energy = -86560.6530 eV



Record 5
The following is a DFT calculation (wB97M-V/def2-TZVPD) of C33H27Br2N4O3Ru as an isolated structure.

Element x y z (Å)
H1 2.287 2.366 -0.789
H2 -5.309 1.547 2.438
C1 -1.570 -2.068 -3.094
C2 -1.791 3.444 2.183
C3 -2.895 -0.612 1.474
C4 4.566 0.655 2.734
C5 -0.947 1.623 4.201
H3 -4.544 2.090 0.226
C6 -4.364 0.101 3.708
N1 -0.262 -1.039 -1.433
C7 2.883 -2.323 1.094
C8 -0.456 -2.090 -3.925
C9 0.824 -1.067 -2.203
C10 4.026 1.712 2.021
H4 -1.875 2.957 5.584
Br1 -0.362 0.435 5.496
Br2 -3.005 5.171 4.115
H5 5.288 0.846 3.517
H6 -0.534 -2.509 -4.919
H7 -1.799 -3.109 1.903
H8 -1.894 -3.026 3.665
H9 4.338 2.727 2.239
C11 2.734 0.171 0.732
C12 -2.067 3.658 3.575
C13 -4.568 0.759 2.505
O1 -0.021 0.298 2.492
H10 3.269 3.460 0.186
H11 1.806 -2.481 1.210
H12 -0.686 -2.079 2.806
Ru1 -0.112 -0.271 0.434
N2 -2.027 -0.903 0.379
H13 -2.533 -2.458 -3.392
N3 -0.839 1.955 0.548
H14 4.633 -1.474 2.987
C14 -2.700 -1.310 2.672
C15 -2.519 -1.435 -0.781
C16 -0.812 2.389 -1.828
N4 1.730 -0.095 -0.247
H15 -3.314 -1.475 4.713
H16 0.178 1.936 -1.862
O2 3.153 -0.564 -2.008
H17 -0.844 3.238 -2.506
H18 -2.036 4.682 -0.958
C17 4.198 -0.650 2.437
H19 3.392 -3.031 1.745
C18 3.100 1.491 1.008
H20 1.661 -1.609 -4.080
C19 -1.149 2.795 -0.430
H21 -2.641 5.255 1.367
C20 -3.850 0.408 1.366
C21 2.056 -0.548 -1.503
C22 2.541 2.651 0.232
C23 -1.716 -2.443 2.762
H22 -4.876 0.514 -0.506
H23 -3.252 1.167 -0.564
H24 3.145 -2.569 0.063
C24 3.280 -0.914 1.433
C25 -1.650 2.762 4.545
C26 0.764 -1.592 -3.478
C27 -1.130 2.271 1.819
C28 -0.663 1.319 2.829
C29 -1.434 -1.530 -1.829
H25 -4.939 0.379 4.582
H26 -1.534 1.645 -2.178
C30 -2.129 4.328 1.144
H27 1.640 3.048 0.708
C31 -4.142 1.090 0.061
C32 -1.796 4.009 -0.147
O3 -3.655 -1.789 -1.004
C33 -3.447 -0.936 3.783

LUMO energy (alpha / beta) = -0.140 / -0.220 Eh
Kohn-Sham gap (alpha / beta) = 7.2 / 5.4 eV
net charge = +1
expectation value of S² = 6.048
spin multiplicity = 5
electronic energy = -189425.0377 eV
energy above the lowest of the compared OMol25 structures with the same formula, charge and spin = 0.000 eV



Record 6
The following is a DFT calculation (wB97M-V/def2-TZVPD) of C33H27F6GeN3O6ReS2 as an isolated structure at a distorted geometry.

Element x y z (Å)
C1 -1.107 -3.851 -2.490
H1 1.958 4.806 2.048
H2 -0.104 -5.488 -3.413
N1 -0.034 3.729 -2.803
Ge1 -2.255 -1.557 -1.195
C2 -0.515 1.129 2.785
C3 -3.693 1.863 -3.131
C4 -4.196 2.658 -2.111
H3 -1.132 -3.794 4.095
C5 1.398 1.629 -3.386
H4 -0.298 2.604 4.253
O1 -0.123 3.014 -0.354
C6 -4.172 2.191 -0.802
C7 0.114 2.196 3.331
H5 -4.556 3.661 -2.317
H6 -0.394 -3.826 -1.669
H7 -3.582 -4.069 -5.418
C8 6.177 -2.434 2.778
C9 -3.056 -3.036 -3.613
H8 -3.870 -2.319 -3.704
O2 2.335 0.087 0.662
H9 -3.451 -3.482 3.300
H10 -1.702 -5.657 -5.290
C10 5.160 -0.284 3.001
H11 6.877 -0.898 4.101
C11 -2.884 -2.581 1.448
N2 2.233 2.393 2.043
H12 -2.734 0.028 -3.650
C12 3.155 0.370 1.791
O3 -0.264 -0.768 -1.632
H13 0.256 4.613 1.531
C13 4.206 -0.635 2.057
C14 -1.321 -3.336 3.133
H14 0.630 4.879 3.215
C15 4.238 -1.889 1.455
C16 -3.140 0.105 -1.532
C17 -2.620 -3.164 2.686
F1 2.058 1.881 -2.194
Re1 0.854 1.267 0.111
F2 2.003 2.307 -4.309
H15 6.956 -3.126 3.059
O4 -0.346 0.718 1.463
C18 -1.858 -2.157 0.613
C19 -0.552 -2.319 1.076
C20 -3.638 0.935 -0.511
N3 2.968 1.303 2.562
H16 5.283 -3.749 1.340
H17 -3.921 -2.484 1.137
H18 0.302 -2.039 0.474
C21 -2.162 -2.930 -2.541
H19 -3.584 0.621 0.532
F3 2.190 5.572 -0.427
O5 -0.999 2.092 -4.487
C22 0.151 0.085 -1.012
S1 0.151 4.170 -1.352
C23 1.167 2.900 2.572
H20 -1.184 -0.667 3.716
C24 -1.834 -4.908 -4.528
C25 5.236 -2.785 1.817
O6 -0.465 5.386 -0.978
H21 -2.484 0.320 3.077
F4 2.472 3.451 -0.272
H22 -4.540 2.831 -0.004
C26 6.141 -1.175 3.371
C27 -0.286 -2.892 2.320
H23 5.129 0.708 3.439
C28 -2.900 -4.023 -4.579
H24 0.743 -2.982 2.646
H25 -3.629 2.241 -4.138
S2 -0.397 2.127 -3.174
H26 3.508 -2.134 0.698
F5 2.683 4.428 -2.184
C29 -1.524 0.362 3.591
C30 -3.185 0.599 -2.843
H27 -1.624 0.837 4.557
C31 0.987 4.384 2.307
C32 1.997 4.432 -1.054
C33 -0.930 -4.806 -3.484
F6 1.530 0.329 -3.604

LUMO energy = -0.173 Eh
Kohn-Sham gap = 6.5 eV
net charge = +1
electronic energy = -148025.1269 eV
energy above the lowest of the compared OMol25 structures with the same formula, charge and spin = 1.147 eV